No. 1
A molecular structure, C30H37ClIN2O4PPd, computed with wB97M-V/def2-TZVPD.

Positions of all 77 atoms, in Å:
Pd: 0.1842 -1.0884 0.4240
Cl: 2.0447 -4.4187 6.4044
C: 1.9552 -3.2868 5.0812
C: 2.7192 -2.1575 5.1033
C: 2.6689 -1.2261 4.0560
I: 3.8480 0.4832 4.1620
C: 1.8538 -1.3848 2.9360
O: 1.7909 -0.5485 1.9681
C: 1.0489 -2.6025 2.9378
N: 0.2455 -2.7862 1.8582
C: -0.5226 -3.8510 1.7841
C: -0.5539 -4.8225 2.7946
C: 0.2491 -4.6704 3.8903
C: 1.0880 -3.5407 3.9925
H: 3.3732 -1.9749 5.9453
H: -1.1201 -3.9558 0.8894
H: -1.2057 -5.6785 2.6916
H: 0.2530 -5.4044 4.6842
C: -4.5393 2.9475 -2.6883
C: -3.9017 1.8688 -1.8519
C: -4.6368 0.7548 -1.4489
C: -4.0521 -0.2620 -0.6922
C: -4.8521 -1.4549 -0.2438
C: -2.7231 -0.1488 -0.3559
C: -1.9273 0.9707 -0.7253
C: -2.5723 1.9802 -1.4902
N: -0.6300 0.9114 -0.3489
C: 0.3360 2.0136 -0.2690
C: 1.6789 1.4719 -0.7977
C: 2.8058 2.4777 -0.5626
C: 2.4918 3.7788 -1.3003
C: 1.1766 4.3443 -0.7655
C: 1.3103 4.6364 0.7302
C: 1.6161 3.3315 1.4644
C: 2.9274 2.7384 0.9402
C: 0.4782 2.3315 1.2386
C: 0.0381 3.3380 -0.9905
H: -5.5825 2.7184 -2.8988
H: -4.0205 3.0617 -3.6409
H: -4.5022 3.9106 -2.1778
H: -5.6785 0.6743 -1.7387
H: -5.7313 -1.5982 -0.8709
H: -5.1938 -1.3270 0.7849
H: -4.2503 -2.3629 -0.2825
H: -2.2432 -0.9262 0.2311
H: -2.0293 2.8321 -1.8559
H: 1.5780 1.2500 -1.8664
H: 1.9159 0.5374 -0.2809
H: 3.7396 2.0505 -0.9386
H: 2.4138 3.5942 -2.3768
H: 3.2967 4.5043 -1.1515
H: 0.9256 5.2645 -1.3006
H: 0.3835 5.0775 1.1114
H: 2.1100 5.3636 0.8971
H: 1.7039 3.5126 2.5390
H: 3.1393 1.8042 1.4633
H: 3.7527 3.4301 1.1354
H: -0.4724 2.7423 1.5962
H: 0.6895 1.4115 1.7864
H: -0.0822 3.1690 -2.0657
H: -0.8803 3.7806 -0.5998
C: -0.4317 -0.5477 -3.5348
O: -0.7125 -1.7754 -2.8620
P: 0.1508 -2.1584 -1.5520
O: 1.6036 -2.2334 -2.2695
C: 2.7696 -2.3437 -1.4442
O: -0.3036 -3.6952 -1.4168
C: -0.2783 -4.5797 -2.5440
H: -1.2875 -0.3302 -4.1695
H: 0.4672 -0.6509 -4.1418
H: -0.2968 0.2692 -2.8215
H: 3.6074 -1.9671 -2.0261
H: 2.9442 -3.3886 -1.1834
H: 2.6612 -1.7575 -0.5267
H: -1.1181 -4.3696 -3.2039
H: -0.3568 -5.5903 -2.1504
H: 0.6541 -4.4718 -3.0978

Output
* charge: 0
* frontier orbital gap (spin up / spin down): 7.2422 / 5.3679 eV
* multiplicity: 3
* highest occupied orbital energy (spin up / spin down): -6.87 / -6.94 eV
* DFT total energy: -2803.0480 Ha
* energy relative to the best compared isomer or geometry (same formula, charge and spin): 5.7 kcal per mole

---

No. 2
C30H37N3O4 in the gas phase, computed with wB97M-V/def2-TZVPD.

Positions of all 74 atoms, in Å:
C: 7.9073 -4.7556 -0.1294
C: 7.0066 -5.2230 1.0058
O: 5.6643 -4.7805 0.8257
C: 5.3846 -3.5225 1.2351
O: 6.2101 -2.8065 1.7532
C: 4.0010 -3.1282 1.0017
C: 3.4890 -1.8795 1.4434
C: 2.1723 -1.8218 1.0817
C: 1.2114 -0.7540 1.3564
C: 1.5001 0.5576 0.9734
C: 0.6330 1.5870 1.2670
C: -0.5547 1.3403 1.9609
O: -1.3389 2.4227 2.1998
C: -2.5640 2.2381 2.8687
C: -0.8460 0.0371 2.3540
C: 0.0319 -0.9908 2.0561
N: 1.8598 -2.9953 0.4272
C: 0.6360 -3.2172 -0.2982
C: 0.7509 -2.7198 -1.7553
C: -0.5207 -2.0037 -2.1970
O: -1.2904 -2.4610 -3.0134
N: -0.6950 -0.8138 -1.5865
C: -1.8525 0.0296 -1.7981
C: -1.4253 1.4906 -1.9095
C: -2.6513 2.3877 -2.0328
N: -3.4972 2.2203 -0.8658
C: -4.5516 3.2156 -0.8134
C: -4.0088 4.6034 -0.5923
C: -4.6581 5.7064 -1.1298
C: -4.1795 6.9850 -0.9017
C: -3.0412 7.1742 -0.1375
C: -2.3854 6.0780 0.3975
C: -2.8668 4.8007 0.1745
C: -4.0075 0.8648 -0.8160
C: -2.8523 -0.1174 -0.6484
C: 2.9631 -3.7871 0.3587
C: 2.9306 -5.1077 -0.3208
H: 7.9613 -3.6698 -0.1314
H: 8.9068 -5.1585 0.0073
H: 7.5142 -5.0922 -1.0861
H: 6.9454 -6.3135 1.0372
H: 7.3803 -4.8427 1.9624
H: 4.0424 -1.1428 1.9886
H: 2.4192 0.7606 0.4442
H: 0.8555 2.6023 0.9785
H: -3.0065 3.2294 2.9514
H: -3.2355 1.5918 2.2953
H: -2.4165 1.8227 3.8706
H: -1.7433 -0.1881 2.9092
H: -0.1933 -1.9885 2.4053
H: -0.1660 -2.6764 0.2085
H: 0.3915 -4.2806 -0.2804
H: 0.9281 -3.5482 -2.4398
H: 1.5870 -2.0216 -1.8301
H: -0.0343 -0.5050 -0.8879
H: -2.3149 -0.3089 -2.7316
H: -0.7739 1.6284 -2.7735
H: -0.8756 1.7693 -1.0082
H: -2.3397 3.4327 -2.0872
H: -3.1987 2.1426 -2.9623
H: -5.2045 2.9626 0.0308
H: -5.1750 3.2027 -1.7268
H: -5.5457 5.5643 -1.7308
H: -4.6950 7.8348 -1.3252
H: -2.6659 8.1718 0.0379
H: -1.4950 6.2179 0.9931
H: -2.3541 3.9445 0.5824
H: -4.6880 0.7779 0.0363
H: -4.5757 0.6099 -1.7300
H: -3.2345 -1.1391 -0.6184
H: -2.3361 0.0910 0.2903
H: 3.9031 -5.5787 -0.2368
H: 2.6820 -4.9966 -1.3761
H: 2.1863 -5.7594 0.1382

Output
* charge: 0
* frontier orbital gap: 8.6101 eV
* highest occupied orbital energy: -8.01 eV
* DFT total energy: -1630.6556 Ha
* energy relative to the best compared isomer or geometry (same formula, charge and spin): 0.0 kcal per mole

---

No. 3
A molecular structure, C30H37N6O3S2SiY, computed with wB97M-V/def2-TZVPD.

Positions of all 80 atoms, in Å:
Y: -0.3037 1.1406 0.9678
N: -3.9257 3.8298 0.5482
C: -3.0850 2.7739 0.9400
S: -1.7168 3.2215 1.9451
N: -3.3684 1.6102 0.4720
N: -2.4114 0.6204 0.7149
C: -2.8892 -0.6761 0.9400
C: -4.2801 -1.0705 0.6490
C: -5.0094 -1.8321 1.5679
C: -6.3081 -2.2400 1.3026
C: -6.9288 -1.8757 0.1165
C: -6.2328 -1.0900 -0.7932
C: -4.9329 -0.6912 -0.5284
C: -1.9472 -1.5450 1.4265
C: -2.1009 -2.9740 1.6027
C: -1.1399 -3.7192 2.1851
C: 0.0821 -3.0925 2.6245
C: 0.2405 -1.7748 2.3458
N: -0.6673 -0.9866 1.7106
H: -3.9357 4.5787 1.2248
H: -4.8587 3.4937 0.3444
H: -4.5480 -2.0893 2.5128
H: -6.8428 -2.8310 2.0361
H: -7.9447 -2.1866 -0.0909
H: -6.7092 -0.7820 -1.7165
H: -4.4190 -0.0610 -1.2426
H: -3.0126 -3.4398 1.2535
H: -1.2792 -4.7861 2.3082
H: 0.8508 -3.6429 3.1495
H: 1.1778 -1.2842 2.6142
C: 2.5076 1.8267 -1.9185
C: 2.0327 0.5218 -1.3671
O: 1.7594 0.3593 -0.1743
O: 2.0233 -0.4825 -2.2084
H: 3.4809 2.0434 -1.4705
H: 1.8177 2.6066 -1.6110
H: 2.6038 1.7888 -2.9995
C: -1.6816 0.0101 -2.4835
S: -1.1696 1.7207 -2.5190
C: -2.7654 2.5032 -2.4195
O: -0.4642 1.9585 -1.1871
H: -2.0517 -0.2016 -1.4746
H: -0.8066 -0.5930 -2.7203
H: -2.4516 -0.1468 -3.2380
H: -3.2572 2.3519 -3.3805
H: -2.5983 3.5644 -2.2475
H: -3.3185 2.0576 -1.5878
C: 2.5731 -2.9476 -3.3273
Si: 2.1629 -2.1455 -1.7060
C: 0.5967 -2.7923 -0.9657
C: 3.6324 -2.1225 -0.5563
C: 4.8466 -1.6005 -1.0139
C: 5.9459 -1.4964 -0.1748
C: 5.8503 -1.9236 1.1434
C: 4.6576 -2.4548 1.6124
C: 3.5579 -2.5524 0.7687
H: 2.7389 -4.0169 -3.1787
H: 3.4734 -2.5243 -3.7743
H: 1.7525 -2.8316 -4.0381
H: 0.4083 -3.8027 -1.3363
H: -0.2782 -2.1880 -1.2121
H: 0.6331 -2.8368 0.1238
H: 4.9381 -1.2643 -2.0425
H: 6.8777 -1.0908 -0.5483
H: 6.7079 -1.8492 1.8003
H: 4.5801 -2.7941 2.6378
H: 2.6312 -2.9565 1.1588
N: 3.1206 1.6892 2.0647
C: 2.7614 2.9376 1.5872
C: 3.6338 4.0286 1.6817
C: 3.2205 5.2481 1.1976
C: 1.9561 5.3663 0.6281
C: 1.1495 4.2506 0.6027
N: 1.5292 3.0545 1.0816
H: 4.0825 1.5994 2.3502
H: 2.8186 0.9221 1.4785
H: 4.6141 3.8979 2.1205
H: 3.8782 6.1057 1.2602
H: 1.5943 6.3060 0.2376
H: 0.1410 4.2974 0.2141

Output
* charge: 0
* frontier orbital gap: 4.8489 eV
* highest occupied orbital energy: -4.67 eV
* DFT total energy: -2844.0266 Ha
* energy relative to the best compared isomer or geometry (same formula, charge and spin): 7.8 kcal per mole